1.
{
  "formula": "C26H28N4O2STi",
  "method": "the ωB97M-V functional and the def2-TZVPD basis",
  "spin_multiplicity": 3,
  "e_homo_ev": [-4.86, -7.64],
  "energy_ha": -2624.77734,
  "elements": ["Ti", "C", "C", "O", "C", "C", "C", "C", "C", "C", "O", "H", "H", "H", "H", "H", "H", "H", "S", "C", "C", "C", "C", "C", "C", "N", "C", "C", "C", "C", "C", "C", "C", "H", "H", "H", "H", "H", "H", "H", "H", "C", "N", "C", "C", "N", "N", "C", "C", "H", "H", "H", "H", "H", "H", "H", "H", "H", "H", "H", "H", "H"],
  "coordinates": [[0.269, 0.865, 0.094], [4.474, 0.920, 0.449], [3.061, 0.887, 0.910], [2.137, 0.847, -0.051], [2.678, 0.915, 2.282], [3.696, 0.920, 3.275], [3.415, 0.938, 4.624], [2.091, 0.961, 5.060], [1.066, 0.965, 4.125], [1.343, 0.942, 2.767], [0.262, 0.954, 1.935], [4.504, 0.912, -0.639], [5.053, 0.062, 0.808], [5.007, 1.813, 0.792], [4.728, 0.908, 2.956], [4.230, 0.937, 5.336], [1.859, 0.983, 6.116], [0.028, 0.996, 4.424], [-3.954, 2.417, -0.362], [-4.177, 0.702, -0.425], [-5.378, 0.005, -0.478], [-5.340, -1.376, -0.508], [-4.114, -2.044, -0.472], [-2.921, -1.343, -0.413], [-2.947, 0.048, -0.402], [-1.830, 0.902, -0.358], [-2.239, 2.186, -0.371], [-1.281, 3.247, -0.435], [-1.651, 4.612, -0.467], [-0.678, 5.561, -0.620], [0.673, 5.179, -0.728], [1.025, 3.853, -0.655], [0.056, 2.840, -0.479], [-6.320, 0.536, -0.495], [-6.264, -1.936, -0.552], [-4.091, -3.126, -0.482], [-1.983, -1.869, -0.353], [-2.688, 4.920, -0.390], [-0.948, 6.608, -0.658], [1.433, 5.942, -0.846], [2.072, 3.569, -0.702], [0.526, -0.513, -2.728], [0.221, -1.902, -2.418], [-0.798, -2.469, -3.291], [0.279, -2.282, -1.101], [0.373, -1.386, -0.167], [0.197, -3.623, -0.858], [0.051, -4.088, 0.508], [0.768, -4.595, -1.777], [0.678, -0.422, -3.804], [1.445, -0.203, -2.234], [-0.308, 0.158, -2.466], [-1.696, -1.843, -3.289], [-1.081, -3.469, -2.970], [-0.408, -2.524, -4.308], [0.612, -1.782, 0.736], [1.000, -4.057, 1.056], [-0.298, -5.119, 0.490], [-0.690, -3.493, 1.042], [1.167, -4.096, -2.655], [0.019, -5.326, -2.089], [1.587, -5.127, -1.285]]
}



2.
{
  "formula": "C3H12N",
  "method": "the ωB97M-V functional and the def2-TZVPD basis",
  "spin_multiplicity": 2,
  "e_homo_ev": [-3.69, -12.95],
  "energy_ha": -176.12328,
  "elements": ["C", "C", "N", "H", "H", "H", "H", "H", "H", "H", "H", "C", "H", "H", "H", "H"],
  "coordinates": [[1.226, -0.073, -0.983], [0.314, -0.853, -0.043], [-0.589, -1.754, -0.853], [1.767, 0.691, -0.425], [1.903, -0.745, -1.508], [0.632, 0.429, -1.748], [0.883, -1.506, 0.611], [-0.362, -0.182, 0.472], [-1.288, -1.201, -1.408], [-1.165, -2.369, -0.226], [-0.073, -2.420, -1.476], [-0.660, 1.979, 1.510], [-0.644, 2.781, 2.248], [0.208, 1.362, 1.726], [-0.560, 2.431, 0.524], [-1.593, 1.427, 1.578]]
}



3.
{
  "formula": "C22H25ClNO5Ti",
  "method": "the ωB97M-V functional and the def2-TZVPD basis",
  "spin_multiplicity": 2,
  "e_homo_ev": [-7.15, -8.21],
  "energy_ha": -2593.65966,
  "elements": ["C", "C", "C", "H", "C", "C", "H", "C", "C", "C", "H", "C", "C", "H", "H", "H", "H", "H", "H", "Ti", "C", "C", "C", "H", "H", "H", "H", "H", "H", "C", "C", "H", "H", "O", "N", "C", "H", "C", "C", "H", "C", "H", "C", "H", "C", "H", "C", "H", "H", "H", "O", "Cl", "O", "O", "O"],
  "coordinates": [[-2.068, -0.080, 2.723], [-0.907, 0.714, 2.606], [-0.733, 1.046, 1.236], [-0.274, 1.076, 3.415], [-1.810, 0.479, 0.491], [-2.640, -0.240, 1.414], [-2.069, 0.685, -0.547], [0.408, -3.200, 2.274], [0.716, -2.017, 3.025], [1.423, -1.120, 2.168], [0.534, -1.866, 4.089], [1.567, -1.739, 0.894], [0.918, -3.028, 0.943], [0.026, 1.713, 0.826], [-3.628, -0.579, 1.156], [-2.522, -0.425, 3.645], [0.872, -3.756, 0.134], [1.872, -0.168, 2.449], [0.004, -4.128, 2.673], [-0.786, -1.522, 1.159], [2.045, -1.062, -0.367], [2.774, -2.085, -1.248], [2.954, 0.128, -0.055], [3.515, -2.605, -0.623], [3.314, -1.588, -2.064], [2.078, -2.823, -1.664], [3.807, -0.178, 0.564], [2.417, 0.928, 0.475], [3.323, 0.552, -0.997], [0.752, -0.473, -0.958], [0.458, -0.698, -2.424], [0.702, 0.597, -0.747], [-0.176, -0.971, -0.525], [-0.018, -1.783, -2.756], [0.507, 0.486, -3.185], [-0.677, 1.370, -2.962], [0.641, 0.305, -4.180], [-0.437, 2.524, -2.010], [-1.554, 3.236, -1.557], [-2.535, 2.968, -1.954], [-1.413, 4.232, -0.595], [-2.297, 4.745, -0.217], [-0.139, 4.561, -0.120], [-0.022, 5.333, 0.641], [0.991, 3.920, -0.639], [1.996, 4.206, -0.323], [0.844, 2.901, -1.594], [1.714, 2.403, -2.028], [-1.546, 0.782, -2.579], [-0.985, 1.758, -3.945], [-4.158, -2.553, 0.664], [-2.860, -3.155, 0.761], [-2.149, -2.717, 2.070], [-2.858, -4.570, 0.649], [-1.909, -2.517, -0.277]]
}



4.
{
  "formula": "C39H60N16Re",
  "method": "the ωB97M-V functional and the def2-TZVPD basis",
  "spin_multiplicity": 4,
  "e_homo_ev": [-17.39, -17.39],
  "total_charge": 4,
  "energy_ha": -2475.09023,
  "elements": ["Re", "C", "N", "C", "C", "N", "C", "C", "N", "C", "C", "N", "C", "N", "C", "C", "N", "C", "C", "C", "C", "N", "C", "N", "C", "C", "N", "C", "C", "N", "C", "C", "H", "H", "H", "H", "H", "H", "H", "H", "H", "H", "H", "H", "H", "H", "H", "H", "H", "H", "H", "H", "H", "H", "H", "H", "H", "H", "H", "H", "H", "H", "H", "H", "H", "H", "H", "H", "H", "H", "H", "H", "H", "H", "H", "H", "H", "H", "H", "H", "C", "C", "N", "C", "C", "N", "C", "C", "C", "C", "C", "N", "C", "C", "N", "C", "C", "N", "C", "C", "C", "N", "C", "C", "H", "H", "H", "H", "H", "H", "H", "H", "H", "H", "H", "H"],
  "coordinates": [[-0.282, 0.428, -0.058], [-1.046, -6.193, -1.900], [-0.661, -4.767, -1.926], [-0.156, -4.309, -3.227], [-1.102, -3.928, -0.985], [-0.418, -2.770, -0.709], [1.000, -2.608, -1.072], [1.845, -1.980, 0.024], [1.742, -0.487, 0.213], [2.185, -0.188, 1.603], [1.067, -0.455, 2.556], [-0.179, 0.221, 2.137], [-1.055, 0.397, 3.160], [-0.886, -0.255, 4.334], [-0.555, -1.673, 4.461], [-1.094, 0.442, 5.618], [-2.119, 1.225, 3.114], [-3.340, 0.943, 3.876], [-2.086, 2.567, 2.564], [2.625, 0.227, -0.748], [2.073, 0.136, -2.138], [0.604, 0.372, -2.152], [0.100, 0.512, -3.404], [0.690, 0.015, -4.506], [0.634, 0.735, -5.794], [1.388, -1.265, -4.642], [-1.021, 1.288, -3.605], [-2.024, 0.848, -4.586], [-0.795, 2.740, -3.628], [-2.818, -3.606, 0.719], [-4.219, -3.200, 0.704], [-2.221, -3.816, 2.039], [-0.207, -6.778, -2.276], [-1.908, -6.384, -2.544], [-1.258, -6.515, -0.886], [0.873, -4.626, -3.399], [-0.238, -3.232, -3.299], [-0.780, -4.746, -4.006], [1.055, -2.015, -1.966], [1.418, -3.590, -1.280], [2.890, -2.210, -0.194], [1.614, -2.456, 0.975], [2.492, 0.847, 1.662], [3.061, -0.790, 1.860], [1.378, -0.109, 3.542], [0.919, -1.532, 2.644], [0.471, -1.838, 4.794], [-0.715, -2.191, 3.521], [-1.221, -2.114, 5.204], [-1.210, 1.510, 5.458], [-0.214, 0.287, 6.242], [-1.962, 0.057, 6.152], [-3.387, -0.107, 4.150], [-4.197, 1.181, 3.245], [-3.405, 1.553, 4.779], [-1.072, 2.822, 2.288], [-2.414, 3.269, 3.332], [-2.760, 2.667, 1.716], [3.638, -0.180, -0.709], [2.686, 1.264, -0.443], [2.355, -0.821, -2.560], [2.572, 0.890, -2.751], [0.262, 1.743, -5.670], [0.022, 0.199, -6.516], [1.649, 0.801, -6.184], [2.472, -1.149, -4.674], [1.075, -1.707, -5.587], [1.112, -1.947, -3.856], [-1.878, 1.285, -5.575], [-3.009, 1.157, -4.233], [-2.016, -0.238, -4.673], [-0.019, 3.017, -2.915], [-1.715, 3.257, -3.392], [-0.484, 3.078, -4.620], [-5.423, -2.855, -0.950], [-4.374, -2.544, 1.562], [-4.890, -4.055, 0.805], [-1.186, -4.140, 1.933], [-2.759, -4.600, 2.576], [-2.277, -2.896, 2.619], [-2.362, -4.210, -0.397], [-0.895, -1.737, 0.189], [-1.859, -0.839, -0.018], [-3.045, -0.557, -0.723], [-4.150, -1.322, -0.962], [-4.558, -2.542, -0.538], [-3.100, 0.871, -0.979], [-4.195, 1.600, -1.425], [-4.152, 2.982, -1.479], [-2.963, 3.616, -1.068], [-1.892, 2.864, -0.693], [-1.951, 1.506, -0.633], [-0.597, 3.421, -0.283], [-0.355, 4.784, -0.210], [0.783, 5.289, 0.250], [1.696, 4.421, 0.667], [1.482, 3.055, 0.594], [0.351, 2.532, 0.097], [-5.303, 3.765, -1.956], [-5.104, 4.909, -2.720], [-6.221, 5.598, -3.180], [-7.474, 5.227, -2.909], [-7.651, 4.134, -2.162], [-6.602, 3.367, -1.670], [-3.070, -4.755, -1.013], [-0.684, -1.944, 1.230], [-4.871, -0.861, -1.624], [-5.111, 1.101, -1.711], [-2.914, 4.697, -1.053], [-1.108, 5.497, -0.523], [2.623, 4.812, 1.069], [2.240, 2.390, 0.955], [-4.110, 5.252, -2.987], [-6.103, 6.487, -3.789], [-8.677, 3.862, -1.943], [-6.807, 2.504, -1.044]]
}